160
Properties=species:S:1:pos:R:3:lowdin_charge:R:1 method="wB97M-V/def2-TZVPD" smiles="CCOP(=O)(OCC)OCC.CCOP(=O)(OCC)OCC.CCOP(=O)(OCC)OCC.CCOP(=O)(OCC)OCC.CCOP(=O)(OCC)OCC.CCOC(=O)OC.CCOC(=O)OC" e_lumo_ev=0.4 homo_lumo_gap_ha=0.383 max_force_ha_per_bohr=0.05372 e_tot_ev=-140573.991 total_charge=0
C -0.10407 10.30249 4.53382 -0.071
C -1.20621 9.28652 4.45422 -0.236
O -0.80967 7.98685 4.97508 -0.187
P -0.33363 6.74179 4.13114 0.398
O 0.22844 5.63181 4.89193 -0.215
O 0.69392 7.33912 3.04713 -0.181
C 2.07570 7.06392 2.99565 -0.294
C 2.71500 7.39053 1.64613 -0.054
O -1.69710 6.52190 3.31202 -0.176
C -1.85887 5.35556 2.52401 -0.256
C -1.95855 5.72265 1.01644 -0.047
H 0.79107 10.03787 3.96639 0.070
H -0.48944 11.28016 4.25118 0.081
H 0.32533 10.35300 5.53871 0.084
H -2.05251 9.53364 5.09487 0.123
H -1.56659 9.04021 3.45287 0.111
H 2.64885 7.47618 3.83149 0.124
H 2.17676 5.98360 3.16845 0.103
H 2.85383 8.47015 1.65470 0.076
H 3.68022 6.88735 1.60988 0.068
H 2.10462 6.95295 0.85962 0.079
H -1.03835 4.64342 2.63721 0.098
H -2.74254 4.78331 2.80283 0.116
H -2.89119 5.34743 0.59814 0.047
H -2.01434 6.80713 0.92284 0.077
H -1.10661 5.35451 0.45005 0.068
C -6.40569 -6.59565 -3.27273 -0.064
C -5.19709 -5.77764 -3.68346 -0.279
O -4.63534 -6.25596 -4.89761 -0.163
P -3.07514 -6.30850 -5.16712 0.388
O -2.65064 -6.84796 -6.45928 -0.222
O -2.58104 -4.80336 -4.88615 -0.222
C -1.80473 -4.08014 -5.87973 -0.235
C -2.80809 -3.15793 -6.57847 -0.052
O -2.54588 -7.14385 -3.91707 -0.182
C -1.33200 -6.81758 -3.22875 -0.252
C -1.70480 -6.15413 -1.89994 -0.059
H -7.19125 -6.07360 -2.73212 0.075
H -6.78984 -7.08757 -4.16538 0.081
H -6.10720 -7.39600 -2.58683 0.072
H -5.56100 -4.75980 -3.88725 0.121
H -4.49519 -5.49337 -2.89483 0.111
H -1.13799 -3.46426 -5.26773 0.108
H -1.16316 -4.79080 -6.39584 0.109
H -3.69814 -3.74417 -6.81230 0.078
H -3.17102 -2.42408 -5.85706 0.061
H -2.43215 -2.64400 -7.46130 0.076
H -0.72266 -7.71469 -3.09462 0.118
H -0.72001 -6.17975 -3.87388 0.113
H -2.33848 -6.78351 -1.28636 0.082
H -0.69918 -6.12804 -1.44934 0.074
H -1.96973 -5.11641 -2.06648 0.048
C -5.19196 -5.85914 4.86667 -0.070
C -3.69602 -6.06181 4.62533 -0.252
O -3.38841 -5.18739 3.52218 -0.192
P -1.99151 -5.36546 2.73296 0.418
O -1.94686 -4.73440 1.41383 -0.208
O -1.04445 -4.67356 3.82496 -0.195
C -1.06708 -3.30171 4.14151 -0.281
C -0.33323 -3.13965 5.46992 -0.058
O -1.67800 -6.90140 2.85184 -0.167
C -0.76163 -7.55329 1.96319 -0.236
C 0.66978 -7.15380 2.26869 -0.056
H -5.71467 -6.25447 5.73811 0.075
H -5.44745 -4.79796 4.83771 0.076
H -5.72152 -6.30546 4.02048 0.078
H -3.00257 -5.69083 5.38914 0.118
H -3.54606 -7.12445 4.43959 0.111
H -0.61366 -2.66681 3.37041 0.106
H -2.08590 -2.89796 4.18943 0.123
H -0.27420 -2.10763 5.81554 0.079
H -0.87049 -3.71099 6.22903 0.073
H 0.68555 -3.52094 5.41437 0.079
H -0.95691 -8.61632 2.10195 0.122
H -0.96916 -7.38447 0.90352 0.102
H 1.41132 -7.73781 1.72239 0.085
H 0.89729 -6.14571 1.90790 0.051
H 0.84968 -7.10815 3.34179 0.089
C -4.24405 3.15334 -1.11161 -0.079
C -4.99933 1.84228 -1.12615 -0.273
O -4.91154 1.08145 -2.33727 -0.163
P -3.61992 0.16964 -2.65051 0.387
O -3.84156 -0.73547 -3.78169 -0.219
O -2.41809 1.19763 -2.79173 -0.223
C -2.03981 1.76810 -4.06779 -0.235
C -0.96654 2.79275 -3.75064 -0.057
O -3.27380 -0.50431 -1.26206 -0.173
C -1.96385 -1.06821 -1.05774 -0.245
C -2.01678 -2.57104 -1.16592 -0.060
H -4.48165 3.77100 -1.97663 0.087
H -4.43659 3.71552 -0.19641 0.067
H -3.18801 2.89127 -1.02062 0.064
H -4.65108 1.27507 -0.26075 0.112
H -6.06967 2.01755 -1.00463 0.119
H -1.61713 0.97565 -4.68760 0.121
H -2.94372 2.18768 -4.51315 0.124
H -0.13925 2.29302 -3.24971 0.051
H -0.69285 3.22364 -4.71217 0.087
H -1.35725 3.48641 -3.00502 0.073
H -1.19562 -0.55285 -1.64650 0.109
H -1.62451 -0.69328 -0.08421 0.117
H -2.61621 -3.02813 -0.37780 0.073
H -2.46530 -2.92775 -2.09398 0.072
H -1.00144 -2.95156 -1.04798 0.062
C 3.51523 2.66880 4.50234 -0.068
C 4.63572 3.00341 3.52495 -0.259
O 4.17193 2.57703 2.23942 -0.193
P 5.25158 2.45581 1.06313 0.451
O 6.66254 2.72320 1.43305 -0.226
O 4.57520 3.45727 -0.03575 -0.179
C 5.37786 4.56753 -0.45075 -0.277
C 6.41704 4.23486 -1.53609 -0.042
O 4.98700 1.02040 0.45155 -0.161
C 5.80215 0.47079 -0.56849 -0.276
C 5.90840 -1.03918 -0.54659 -0.061
H 3.47937 1.59563 4.70589 0.079
H 3.68752 3.14033 5.47371 0.081
H 2.52159 2.98040 4.18496 0.068
H 4.73952 4.09491 3.51372 0.117
H 5.58222 2.58864 3.86981 0.119
H 4.75864 5.41332 -0.74980 0.112
H 5.92858 4.92490 0.42568 0.102
H 7.16071 5.01883 -1.63181 0.085
H 6.86302 3.29417 -1.21539 0.069
H 5.83556 4.09652 -2.44870 0.030
H 5.45932 0.72541 -1.57450 0.109
H 6.82576 0.82485 -0.40849 0.115
H 6.55455 -1.27629 -1.39429 0.084
H 6.42186 -1.44529 0.32706 0.080
H 4.95224 -1.55749 -0.62815 0.069
C 2.35259 -1.00018 -3.10277 -0.032
C 2.29447 0.33332 -2.39393 -0.186
O 3.41816 1.16073 -2.70879 0.026
C 3.30611 2.04660 -3.67786 -0.597
O 2.46659 2.10731 -4.54392 0.126
O 4.37373 2.84104 -3.62691 -0.030
C 4.61152 3.85843 -4.58863 -0.028
H 2.78861 -0.90664 -4.09944 0.084
H 1.35610 -1.40006 -3.29905 0.077
H 2.94421 -1.72987 -2.55378 0.071
H 2.26823 0.15715 -1.31386 0.097
H 1.40423 0.96313 -2.48087 0.113
H 5.19921 3.44941 -5.41010 0.104
H 5.06164 4.68216 -4.04642 0.080
H 3.65088 4.15223 -5.02216 0.097
C 0.53917 1.71562 1.63503 -0.052
C 1.78466 0.95224 1.30437 -0.215
O 1.54513 -0.24848 0.57694 0.009
C 1.53010 -1.40639 1.21990 -0.594
O 2.08672 -1.64022 2.27443 0.124
O 0.92152 -2.31380 0.48503 0.013
C 0.94269 -3.65380 0.91609 -0.067
H -0.13379 1.19878 2.32821 0.086
H -0.12058 1.95068 0.79206 0.075
H 0.75051 2.68742 2.08565 0.071
H 2.34432 0.77666 2.21992 0.115
H 2.38925 1.56932 0.64199 0.106
H 0.83049 -3.80159 1.98779 0.076
H 1.89230 -4.13283 0.65462 0.105
H 0.20314 -4.28622 0.43264 0.064